(1)
C6H5F2IO as an isolated structure at a distorted geometry. Source: the Open Molecules 2025 dataset; level of theory: wB97M-V/def2-TZVPD.

Calculated values
HOMO = -9.44 eV
LUMO = 0.22 eV
Relative energy (zero: lowest compared OMol25 entry of this formula, charge and spin) = 0.0000 eV

The geometry in XYZ format:
```
15
C6H5F2IO (wB97M-V/def2-TZVPD)
C 1.6267 0.4341 0.0578
C 1.1108 -0.7864 -0.0615
C -0.4870 1.6807 -0.0677
C 0.8301 1.6354 -0.1032
C -0.3307 -1.0261 -0.4337
C -1.2127 -0.0572 0.3279
O -0.7345 -2.3541 -0.2599
F 1.5449 2.7662 -0.3001
F -1.0818 -0.1938 1.6651
I -3.2704 -0.1108 -0.2143
H 2.6730 0.5871 0.2768
H 1.7146 -1.6712 0.0680
H -1.1863 2.4847 -0.1324
H -0.4599 -0.8164 -1.5056
H -0.7367 -2.5722 0.6827
```


(2)
A 5-piece molecular cluster, C24H38ClF3IO10P overall at a distorted geometry. Source: the Open Molecules 2025 dataset; level of theory: wB97M-V/def2-TZVPD.

Calculated values
HOMO = -9.69 eV
LUMO = 0.00 eV
SMILES = CC[C@@H](Cl)[PH](O)(CCC(F)(F)F)CC(=O)I.O=C1CCCO1.O=C1CCCO1.O=C1CCCO1.O=C1CCCO1

The geometry in XYZ format:
```
78
C24H38ClF3IO10P (wB97M-V/def2-TZVPD)
C 3.5717 2.7363 1.4587
C 2.4351 1.8807 0.5793
C 1.7366 3.0239 -0.4219
Cl 1.3920 2.3036 -2.0930
P 0.2226 3.7492 0.4843
O -1.0904 4.3645 1.4563
C 0.5668 5.5424 -0.0738
C 0.9038 6.5448 1.2216
C -0.1412 7.8139 1.3390
F -1.4267 7.4928 2.0030
F 0.4987 8.8916 2.1815
F -0.3621 8.4017 -0.0327
C -1.0241 2.5670 -0.3480
C -2.4946 2.5301 0.4486
O -3.5186 3.2934 -0.0255
I -2.7625 1.2305 2.1926
H 4.3254 3.2230 0.6759
H 3.0263 3.6630 1.9749
H 4.1131 2.0808 2.2636
H 3.0364 1.0697 -0.0287
H 1.6522 1.3348 1.2589
H 2.5965 3.8367 -0.5803
H 0.8474 3.3101 1.7399
H -1.5734 5.1225 1.0139
H -0.4106 5.9087 -0.6534
H 1.4507 5.6738 -0.8297
H 1.9812 7.0153 1.0527
H 0.9713 5.9577 2.2415
H -0.6535 1.4327 -0.3265
H -1.3034 2.9191 -1.4540
O 2.3291 -2.5454 0.5075
C 1.3902 -2.6274 1.2821
C 0.2270 -3.5619 1.1418
C -0.7699 -2.9737 2.1080
C 0.1146 -2.3288 3.1428
O 1.2754 -1.9005 2.4321
H 0.5381 -4.5671 1.4396
H -0.1575 -3.5621 0.1192
H -1.4583 -3.7110 2.5294
H -1.3658 -2.2063 1.5991
H 0.4226 -3.0325 3.9232
H -0.3686 -1.4673 3.6129
O -1.3494 -1.6199 -1.5118
C -1.3948 -1.5172 -2.7265
C -0.6438 -0.5087 -3.5420
C -1.3578 -0.5790 -4.8682
C -1.8501 -2.0021 -4.9028
O -2.1135 -2.3429 -3.5426
H 0.4005 -0.8223 -3.6250
H -0.7153 0.4879 -3.1002
H -0.7236 -0.3220 -5.7208
H -2.2119 0.1091 -4.8622
H -1.0973 -2.6930 -5.2966
H -2.7662 -2.1027 -5.4922
O -3.0147 -4.3054 3.6928
C -3.0143 -3.5971 4.6860
C -3.2410 -4.0694 6.0902
C -3.5210 -2.7784 6.8170
C -2.7359 -1.7722 6.0168
O -2.7621 -2.2553 4.6745
H -2.3310 -4.5531 6.4559
H -4.0917 -4.7527 6.1439
H -3.2408 -2.8013 7.8735
H -4.5915 -2.5472 6.7557
H -1.6929 -1.7041 6.3433
H -3.1864 -0.7763 6.0591
O 0.6215 -4.0339 -6.8738
C 1.5450 -3.6137 -6.1965
C 2.8071 -4.3610 -5.8885
C 3.3748 -3.5641 -4.7412
C 2.8549 -2.1769 -5.0139
O 1.5886 -2.3661 -5.6434
H 3.4607 -4.3351 -6.7647
H 2.5935 -5.3912 -5.5944
H 4.4650 -3.6098 -4.6739
H 2.9614 -3.9360 -3.7958
H 3.5035 -1.6164 -5.6953
H 2.7264 -1.6010 -4.0928
```


(3)
C27H26BMnN10PSe2 as an isolated structure. Source: the Open Molecules 2025 dataset; level of theory: wB97M-V/def2-TZVPD.

Calculated values
HOMO (alpha / beta) = -10.57 / -10.57 eV
Charge = +1
LUMO (alpha / beta) = -4.35 / -3.19 eV
Multiplicity = 5
Relative energy (zero: lowest compared OMol25 entry of this formula, charge and spin) = 0.0000 eV

The geometry in XYZ format:
```
68
C27H26BMnN10PSe2 (wB97M-V/def2-TZVPD)
Mn 0.1792 1.2585 -0.3850
C 4.0679 0.5143 1.1201
C 2.7686 0.9652 1.3045
N 2.1135 0.9658 0.1410
N 2.9828 0.5346 -0.8102
C 4.1518 0.2360 -0.2298
B 2.4917 0.3292 -2.2803
N 1.8372 1.6695 -2.7305
C 2.0650 2.3691 -3.8505
C 1.2563 3.4916 -3.8385
C 0.5415 3.3978 -2.6500
N 0.9037 2.2983 -1.9874
N 1.4170 -0.7728 -2.2452
C 1.4259 -2.0565 -2.6358
C 0.2618 -2.6572 -2.1955
C -0.4229 -1.6524 -1.5193
N 0.2755 -0.5153 -1.5559
N 3.6397 0.0307 -3.2035
C 4.8390 0.6703 -3.2840
C 5.4315 0.3082 -4.4643
C 4.4992 -0.5582 -5.0677
N 3.4245 -0.7091 -4.3201
H 4.8369 0.3958 1.8617
H 2.2715 1.2683 2.2103
H 4.9644 -0.1723 -0.8055
H 2.7769 2.0181 -4.5794
H 1.2002 4.2639 -4.5840
H -0.2071 4.0569 -2.2401
H 2.2428 -2.4380 -3.2210
H -0.0485 -3.6745 -2.3519
H -1.3740 -1.6767 -1.0057
H 5.1679 1.3637 -2.5270
H 6.3922 0.6197 -4.8346
H 4.5709 -1.0760 -6.0103
Se -0.4909 0.8614 1.8949
P -2.2707 -0.5413 1.9789
Se -3.6755 -0.5261 0.4211
C -1.5351 -2.1871 2.2337
C -2.2613 -3.3031 1.8219
C -1.7769 -4.5797 2.0649
C -0.5649 -4.7499 2.7168
C 0.1611 -3.6402 3.1284
C -0.3212 -2.3637 2.8907
C -2.9501 -0.0543 3.5823
C -3.1396 -0.9984 4.5864
C -3.7264 -0.6213 5.7863
C -4.1242 0.6913 5.9840
C -3.9399 1.6343 4.9797
C -3.3572 1.2630 3.7826
H -3.2026 -3.1663 1.3061
H -2.3486 -5.4397 1.7426
H -0.1850 -5.7455 2.9041
H 1.1073 -3.7676 3.6374
H 0.2562 -1.5089 3.2198
H -2.8325 -2.0258 4.4409
H -3.8706 -1.3583 6.5648
H -4.5803 0.9828 6.9207
H -4.2532 2.6582 5.1335
H -3.2182 1.9961 2.9964
N -3.4433 2.1667 -2.0622
C -3.5159 3.0853 -1.0444
C -2.3816 2.9259 -0.3192
N -1.6314 1.9202 -0.8889
C -2.3068 1.4766 -1.9342
H -4.1529 1.9879 -2.7531
H -4.3559 3.7448 -0.9255
H -2.0620 3.4357 0.5722
H -1.9943 0.6806 -2.5887
```


(4)
C3H4EuO4 as an isolated structure at a distorted geometry. Source: the Open Molecules 2025 dataset; level of theory: wB97M-V/def2-TZVPD.

Calculated values
HOMO (alpha / beta) = -16.17 / -16.17 eV
Charge = +2
LUMO (alpha / beta) = -10.02 / -9.78 eV
Multiplicity = 8
Relative energy (zero: lowest compared OMol25 entry of this formula, charge and spin) = 0.0000 eV

The geometry in XYZ format:
```
12
C3H4EuO4 (wB97M-V/def2-TZVPD)
C 1.4979 0.4090 -2.1709
C 0.4318 1.1230 -1.3745
O -0.7635 1.2792 -2.1333
C -1.5660 0.2717 -2.3244
O 1.8855 -0.7168 -1.9292
O -2.7334 0.4512 -2.6599
O -1.0683 -0.9038 -2.0750
Eu -4.7035 2.0828 -3.0461
H 1.8342 0.9590 -3.0740
H 0.7713 2.1376 -1.1312
H 0.2391 0.5722 -0.4428
H -0.4244 -1.2929 -2.7420
```


(5)
A 2-piece molecular cluster, C9H14 overall at a distorted geometry. Source: the Open Molecules 2025 dataset; level of theory: wB97M-V/def2-TZVPD.

Calculated values
HOMO = -9.04 eV
LUMO = 1.03 eV
SMILES = Cc1ccccc1.CC
Relative energy (zero: lowest compared OMol25 entry of this formula, charge and spin) = 0.4177 eV

The geometry in XYZ format:
```
23
C9H14 (wB97M-V/def2-TZVPD)
C -1.1480 -3.3831 -1.5024
C -0.4569 -2.1125 -1.1072
C -0.3859 -1.7168 0.2178
C 0.1857 -0.4947 0.5545
C 0.8055 0.2692 -0.4223
C 0.8169 -0.1703 -1.7348
C 0.1180 -1.3142 -2.0937
H -2.0934 -3.2234 -2.0205
H -1.4233 -4.0208 -0.6592
H -0.5302 -4.0346 -2.1242
H -0.6999 -2.3774 1.0146
H 0.2884 -0.1137 1.5576
H 1.2116 1.2444 -0.1887
H 1.2959 0.4313 -2.4963
H 0.0014 -1.5909 -3.1342
C 0.2540 3.0064 2.1812
C 0.0173 4.4233 2.7388
H 0.0474 2.9689 1.1145
H 1.3245 2.8304 2.2254
H -0.3518 2.1870 2.5596
H -1.0368 4.6590 2.8816
H 0.2721 5.1127 1.9307
H 0.5552 4.5303 3.6692
```


Q: Number 3 is which compound?
A: C27H26BMnN10PSe2